<P>
Below is a cluster of 6 separate species, C18H51N3O6 in total, with properties calculated with ωB97M-V with the def2-TZVPD basis set.

```
! RIJCOSX wB97M-V def2-TZVPD def2/J DEFGRID3
* xyz 0 1
C 5.228 13.121 -0.484
H 7.811 23.684 -1.113
H 5.437 21.115 -3.391
H 2.793 18.155 0.720
H 7.178 24.150 -2.563
C 7.998 17.656 1.124
H 6.343 21.714 -1.240
C 9.068 19.337 -2.645
C 0.864 22.541 -0.723
H -1.114 23.911 1.287
H 1.861 24.058 -1.900
C 1.782 22.968 -1.840
C 10.421 18.439 5.961
H 1.118 20.623 -1.328
H 1.104 23.097 0.183
H 5.928 17.726 -0.371
H 3.736 17.596 -4.405
H 9.666 18.351 3.913
H 4.156 17.072 1.186
H 3.272 20.462 0.025
H 9.969 20.324 6.146
C 4.694 19.133 0.765
O -1.563 22.439 -0.104
H 8.579 21.897 -3.329
C 5.280 14.397 0.303
H 11.350 17.943 5.675
H -0.754 23.857 -1.339
H 6.385 22.372 -4.222
H -0.443 22.263 1.650
H 7.894 16.800 0.442
C -1.273 22.831 1.218
H 3.652 15.892 -2.718
H 5.040 22.801 -3.122
O 10.762 19.817 5.943
H -2.140 22.561 1.825
O 7.896 20.105 -2.592
H 8.648 18.396 0.632
O 6.744 18.180 1.453
H 8.841 18.392 -3.145
H 10.134 18.084 6.954
H 1.460 22.649 -2.836
H 4.918 19.799 1.605
O 2.685 18.961 -3.298
H 2.552 16.904 -1.944
H 6.557 19.402 -0.202
H 8.425 18.660 5.089
H 9.450 19.111 -1.644
H 4.537 14.424 1.103
H 5.228 12.225 0.143
H 6.296 12.505 -2.040
H 4.341 13.101 -1.123
C 9.358 18.103 4.928
C 3.566 16.919 -2.348
H 4.010 19.573 -1.144
C 6.024 18.588 0.306
C 3.752 17.977 -3.376
H 2.179 18.925 -4.112
C 3.711 18.061 1.300
H 6.257 14.565 0.759
H -0.823 22.201 -1.977
C 5.867 22.112 -3.296
N 7.023 23.580 -1.739
O 6.428 13.063 -1.270
H 8.828 21.629 -1.564
H 3.459 18.249 2.342
H 9.036 17.060 4.990
H 4.234 17.007 -1.493
C 6.814 22.169 -2.115
H 0.245 20.742 0.020
N 1.082 21.105 -0.430
H 2.793 22.594 -1.672
H 5.103 15.269 -0.328
C 8.138 21.493 -2.407
H 4.693 18.533 -3.360
H 8.501 17.339 2.035
C -0.601 22.794 -1.086
N 4.147 20.034 -0.252
H 9.841 19.802 -3.270
*
```

Values from the calculation:
HOMO level (eV): -8.520
Structure (SMILES): COC[C@H](C)N.COC[C@H](C)N.COC[C@H](C)N.CCO.CCO.CCO

=====

<Q>
Below is a cluster of 6 separate species, C18H51N3O6 in total, with properties calculated with ωB97M-V with the def2-TZVPD basis set.

```
! RIJCOSX wB97M-V def2-TZVPD def2/J DEFGRID3
* xyz 0 1
H -1.761 0.566 0.210
C 3.397 0.081 2.440
H -0.607 0.824 1.491
H -6.274 -1.943 2.389
C -4.787 -1.825 -1.175
H 1.970 3.560 -3.674
H 0.839 -2.221 1.083
C 0.414 0.737 -0.430
O -1.239 1.583 -3.897
C -3.749 1.740 -4.295
H -3.611 1.197 -5.230
C 2.490 3.987 -1.582
H 1.399 0.338 -0.190
H -1.590 -2.082 -2.626
O 4.695 0.552 2.832
C 2.780 4.043 -3.127
C -5.002 -0.489 2.202
H 3.024 2.346 4.307
H 4.271 -3.121 0.373
H -5.571 0.349 2.606
H 5.908 -0.527 1.489
H 3.863 0.166 5.001
H 0.314 -0.592 -1.733
H 3.668 3.460 -3.370
H 1.459 -0.063 3.418
H -1.009 -3.760 -2.374
H 1.241 -4.051 -1.376
H 0.450 1.820 -0.308
H 1.234 5.003 -0.484
C -0.750 0.319 0.536
O 1.771 5.188 -1.258
H -4.795 -0.897 -1.746
C 3.583 -3.275 -0.459
H -3.891 2.811 -4.445
H 5.311 1.004 0.881
C -2.553 1.574 -3.296
H -4.693 1.395 -3.872
H -2.665 0.645 -2.738
H -5.790 -2.240 -1.272
H 3.084 0.511 1.489
H -2.498 2.427 -2.620
H -0.607 1.210 -3.279
H 1.344 -3.703 0.920
H 3.040 5.060 -3.422
C 1.372 -2.976 -1.503
O -4.651 -1.696 0.236
C -0.714 -2.728 -2.564
H 3.564 -0.981 2.260
H -4.808 -2.385 2.440
C 5.657 0.494 1.780
H -0.757 -0.761 0.690
C 2.435 0.384 3.603
C -3.519 -0.220 2.430
O 0.178 -2.233 -1.588
C 2.124 1.838 3.962
O 0.057 0.333 -1.732
H -3.353 -0.262 3.507
C -5.258 -0.529 0.707
H -3.305 0.782 2.061
C 2.305 -2.472 -0.342
H 1.744 2.419 3.121
H 3.404 -4.341 -0.593
H 2.359 -0.028 5.589
H -2.858 -0.980 2.013
H 3.476 4.002 -1.119
H 1.389 1.936 4.761
H -4.856 0.367 0.235
N -5.413 -1.690 2.853
H -0.221 -2.655 -3.533
N 1.684 -2.752 0.933
H 1.991 -2.967 -2.400
H -6.317 -0.509 0.447
H 6.572 0.930 2.181
H -3.968 -2.393 -1.616
H 2.013 3.058 -1.268
N 2.970 -0.269 4.821
H 2.657 -1.441 -0.310
H 3.943 -2.985 -1.446
*
```

Values from the calculation:
HOMO level (eV): -9.135
Structure (SMILES): COC[C@H](C)N.COC[C@H](C)N.COC[C@H](C)N.CCO.CCO.CCO

=====

Energies, relative to the best one, in eV: <P> 0.000; <Q> 0.851.

=====

<P>
Below is a structure of composition C49H50N2O3P2S3Sr, with properties calculated with ωB97M-V with the def2-TZVPD basis set.

```
! RIJCOSX wB97M-V def2-TZVPD def2/J DEFGRID3
* xyz -2 1
H -1.206 5.301 0.427
S -2.763 0.131 -2.344
C 4.218 -0.598 -0.099
H 1.914 -6.853 -4.120
H -2.336 -0.041 7.380
H -5.256 4.354 1.029
C 1.788 3.457 -1.174
C -1.493 1.911 7.532
C -0.104 1.530 -6.997
H -3.256 -2.604 -2.449
H -5.939 2.943 2.973
H 1.862 -3.375 1.168
C -2.673 -3.077 -3.229
H -0.546 -4.730 -5.994
C -3.604 3.153 4.391
H 0.665 7.172 -2.151
H 5.521 -1.173 1.506
H -3.755 5.895 2.283
C 4.586 -1.366 0.995
H 0.043 0.256 3.403
H 0.002 -2.460 -5.209
S -2.377 2.310 9.043
H 1.329 0.464 -4.108
H 4.013 -2.966 2.310
C -3.072 4.416 3.712
C -2.980 -4.358 -3.670
H -2.163 1.207 -7.521
C -2.223 -4.953 -4.669
H -2.819 5.157 4.476
C -1.816 4.071 2.907
C 1.476 4.760 -1.551
C 2.158 -1.840 -0.295
H -4.481 3.386 5.001
H -4.329 1.207 3.796
N 0.473 1.023 3.908
H 4.868 0.194 -0.451
C 0.341 -0.854 -2.207
H 0.092 -6.952 -2.449
C -1.041 0.384 5.718
H -2.850 2.744 5.070
H -2.459 -5.955 -5.008
H 1.368 1.854 0.147
H -1.963 1.342 3.128
C 2.535 -2.607 0.805
H -1.062 3.642 3.571
C -2.127 3.045 1.806
C -3.966 2.122 3.318
C 2.344 -4.781 -3.743
H 2.078 5.273 -2.292
P -1.082 -0.759 -3.104
C 1.658 -5.974 -3.541
H -2.919 4.457 0.324
H 2.695 -0.236 -1.589
C 0.640 -6.029 -2.602
C 0.877 1.330 -6.038
C -1.605 -2.383 -3.785
C -5.044 2.693 2.394
C 0.101 6.847 -1.276
Sr -0.845 0.414 -0.057
O -1.623 3.414 9.626
C -0.192 1.312 5.117
H 3.598 3.436 -2.338
H 1.879 1.711 -6.197
H -3.001 1.072 1.706
H 0.682 3.261 5.305
H 0.127 2.066 -7.910
C -0.163 3.394 0.349
C 0.404 5.408 -0.938
C 0.311 -4.902 -1.858
H 3.552 2.230 -1.043
H -5.029 5.267 3.332
C -4.134 4.987 2.766
H -0.481 3.781 7.438
C -4.496 3.943 1.703
C -0.389 4.751 -0.014
H 3.138 -4.728 -4.479
C 2.005 -3.655 -3.011
H -0.961 6.988 -1.484
P 0.571 -2.148 -1.165
C -3.247 3.584 0.886
H -0.484 -4.938 -1.123
C -1.689 0.372 -5.607
C 0.011 2.536 5.752
O -3.714 2.679 8.595
H -3.490 2.811 0.146
C -0.844 -2.988 -4.783
O -2.339 1.077 9.821
H 0.362 7.506 -0.444
C 3.740 -2.374 1.446
H 2.520 -2.717 -3.187
H -3.811 -4.895 -3.227
C -2.722 1.798 2.490
H -1.386 4.977 2.472
C 0.990 -3.709 -2.058
C 0.578 0.640 -4.869
C -1.152 -4.265 -5.225
H 2.607 1.982 -2.507
C 2.954 2.740 -1.800
C -1.681 0.683 6.913
N -0.932 2.582 1.112
C 3.008 -0.834 -0.742
C 1.012 2.818 -0.222
H 0.498 1.824 3.284
H -5.334 1.949 1.644
C -0.637 2.830 6.944
C -1.390 1.047 -6.779
C -0.704 0.157 -4.646
H -2.696 0.016 -5.425
H -1.207 -0.576 5.239
S -0.779 -2.637 0.281
*
```

Values from the calculation:
HOMO level (eV): -2.843

=====

<Q>
Below is a structure of composition C49H50N2O3P2S3Sr, with properties calculated with ωB97M-V with the def2-TZVPD basis set.

```
! RIJCOSX wB97M-V def2-TZVPD def2/J DEFGRID3
* xyz -2 1
H -3.632 0.440 -0.814
H 0.971 -3.777 -3.820
H 4.881 1.019 1.737
H -0.374 1.532 -2.152
C -0.769 -3.296 2.922
C -1.107 -1.812 -5.612
C -5.579 0.639 1.075
C -3.177 2.235 0.312
O 8.056 5.947 0.862
C -1.148 3.063 -0.866
H 0.585 7.260 -1.626
H -0.407 -4.036 6.207
C -0.159 -3.448 4.165
P 0.314 -2.736 -1.299
H -3.900 -4.299 3.740
C -0.477 -2.447 -2.956
H 0.885 -3.183 4.283
C 2.989 -5.784 -1.909
O 8.881 3.945 2.008
H -3.953 1.937 -1.684
C -0.265 5.289 -1.405
H -1.625 4.902 0.174
H -5.683 4.565 0.968
C 0.178 -3.070 -4.018
H -2.566 -3.488 1.794
H 0.401 -3.249 -6.139
C 5.032 2.042 1.406
H 2.612 -7.894 -1.889
H 3.005 -1.930 1.373
C 1.091 -4.366 -1.479
S 7.829 4.951 1.904
C 5.424 4.643 0.560
Sr -0.709 -0.222 -0.077
C 2.184 -6.905 -1.779
C 1.582 -4.986 1.617
C -0.809 -2.796 0.066
H 1.102 1.789 -3.973
H -2.807 -4.585 5.941
C 0.831 -6.761 -1.492
C -5.377 2.846 2.236
H -3.733 4.172 -0.503
H -6.058 3.269 -1.120
H -1.171 7.247 -1.430
C -1.776 -1.201 -4.561
H -7.141 2.717 0.159
C 6.382 4.042 1.362
C -2.116 -3.603 2.773
H 3.057 -3.626 -1.861
C 4.080 -3.800 1.420
H -6.619 0.507 1.394
C -6.090 2.765 -0.149
C -0.326 2.590 -1.918
H 1.218 5.408 -2.958
C 0.553 4.760 -2.398
O 7.445 5.528 3.190
C -3.809 3.636 0.447
H 5.054 -3.332 1.341
C 2.939 -3.009 1.437
H -5.145 -0.363 0.978
H 5.593 5.658 0.223
H -2.545 -0.466 -4.767
H 0.603 -5.449 1.683
H 3.542 4.437 -0.458
H -1.343 -1.545 -6.634
H -2.744 2.108 2.418
H -2.864 0.557 1.634
H 0.203 -7.636 -1.378
H -0.127 6.952 -0.041
H -6.082 0.791 -1.023
H 2.632 -6.852 1.672
N 2.950 1.922 0.162
H 1.537 3.405 -4.560
H -3.251 4.212 1.190
C 1.453 2.776 -3.672
C 1.682 -3.597 1.528
C 2.721 -5.774 1.608
C -1.087 4.461 -0.652
H -2.050 -0.985 -2.482
C -4.045 1.454 -0.705
P 0.163 -2.619 1.531
C -4.791 1.436 2.118
C 6.174 2.735 1.782
C -5.278 3.551 0.882
N -1.783 2.132 -0.083
H 6.927 2.261 2.398
C 4.068 2.643 0.596
H -6.422 2.799 2.563
H 2.456 2.652 -3.256
C -5.512 1.355 -0.278
H -4.823 3.410 2.993
H 4.047 -5.893 -2.113
H -0.754 -5.365 -1.067
S 1.715 -1.256 -1.424
C -0.241 6.768 -1.111
C 3.972 -5.179 1.508
C 2.442 -4.514 -1.769
S 0.785 -0.699 2.288
C -1.493 -1.532 -3.244
C 4.281 3.957 0.177
H -4.850 0.936 3.089
C -2.849 -4.065 3.860
C 0.534 3.390 -2.648
H 4.865 -5.794 1.495
C -0.135 -2.762 -5.334
C -0.888 -3.919 5.243
H 2.682 1.149 0.756
C -2.236 -4.225 5.093
C -3.329 1.550 1.682
H 2.153 2.484 -0.099
C 0.289 -5.497 -1.331
*
```

Values from the calculation:
HOMO level (eV): -2.710

=====

Energies, relative to the best one, in eV: <P> 0.000; <Q> 1.647.

=====

<P>
Below is a structure of composition C2H4N4OS, with properties calculated with ωB97M-V with the def2-TZVPD basis set.

```
! RIJCOSX wB97M-V def2-TZVPD def2/J DEFGRID3
* xyz 0 1
N 2.119 0.703 -1.737
H -1.714 1.815 0.255
S 1.641 2.116 -2.218
C 0.791 0.188 -0.993
H 1.656 -1.404 -0.573
N 0.135 2.325 -1.338
C -0.122 1.231 -0.708
N 0.836 -0.979 -0.354
N -1.034 1.027 0.266
O 1.367 2.116 -3.654
H -1.488 0.171 0.283
H 0.538 -0.999 0.672
*
```

Values from the calculation:
HOMO level (spin up / spin down) (eV): -8.810 / -8.811

=====

<Q>
Below is the molecule C2H4N4OS, with properties calculated with ωB97M-V with the def2-TZVPD basis set.

```
! RIJCOSX wB97M-V def2-TZVPD def2/J DEFGRID3
* xyz 0 1
H -0.953 -1.640 1.057
N 0.574 1.092 0.284
H 0.995 -1.897 -0.785
O -2.680 -0.038 0.269
C -1.463 -0.022 -0.052
N 0.610 -1.153 -0.284
N -0.724 -1.197 0.069
S 3.000 -0.034 0.110
N -0.673 1.036 -0.390
H -1.100 1.963 -0.337
H 1.065 1.962 -0.025
C 1.349 -0.071 0.087
*
```

Values from the calculation:
HOMO level (eV): -8.847
Structure (SMILES): O=C1NNC(=S)NN1

=====

Energies, relative to the best one, in eV: <P> 1.314; <Q> 0.000.